20
Properties=species:S:1:pos:R:3:forces:R:3 method="wB97M-V/def2-TZVPD" orbital_gap_ev=9.069 smiles=C[C@@H](N)NCC(O)O homo_energy_ev=-8.350 multiplicity=1 relative_energy_kcal_mol=64.0
O -0.9127 1.9312 0.3411 -0.01 -0.37 -0.09
O 1.0258 1.6645 1.6421 -0.16 -0.83 -0.33
N 0.1906 -0.2754 -1.2751 -0.69 -0.66 -1.11
N 0.8319 -1.8011 0.4161 0.19 -0.54 -0.05
C -1.5222 -1.7493 -0.3286 0.43 0.08 0.24
C 1.0353 0.8301 -1.0602 -1.07 0.88 3.49
C -0.2447 -0.9647 -0.0785 0.20 1.86 1.15
C 0.4888 1.8116 0.3482 1.25 1.30 -2.54
H 0.6982 0.8407 2.0232 0.04 -0.04 0.05
H -1.8929 -2.1523 0.6111 -0.11 -0.02 0.07
H 2.0227 0.5170 -0.7181 0.17 0.15 -0.33
H -0.3946 -0.0747 0.6585 -0.59 -1.99 -0.75
H 1.0502 1.4794 -1.9311 0.18 0.14 0.21
H 0.9161 2.7831 0.0601 -0.03 -0.09 0.02
H 0.5269 -2.4938 1.0885 -0.09 0.14 -0.03
H -1.3227 -2.5839 -0.9983 0.06 -0.01 -0.10
H -2.2920 -1.1141 -0.7634 0.00 0.04 0.04
H 1.5718 -1.2553 0.8388 -0.02 -0.04 -0.02
H -0.6135 -0.0197 -1.8365 0.12 0.02 0.13
H -1.1630 2.6267 0.9621 0.12 -0.01 -0.06

---

112
Properties=species:S:1:pos:R:3:forces:R:3 method="wB97M-V/def2-TZVPD" total_charge=+1 orbital_gap_ev=7.552 homo_energy_ev=-10.673 multiplicity=1
Cl -1.8023 -0.3834 -1.1389 -0.18 0.01 -0.21
S 2.5394 4.3953 2.1695 -0.07 -0.48 0.18
S 2.0971 5.8938 -0.3615 0.44 -0.42 -0.32
P 1.1625 -0.1486 0.8545 2.54 0.16 -1.59
O 1.3146 -0.1338 2.4760 -1.59 -0.10 -0.46
O 7.8328 0.4392 -1.5121 -0.27 0.24 0.16
O -5.5025 0.5225 -2.4794 -0.04 0.24 -0.08
O 0.6767 -1.6145 0.3575 -0.58 0.62 1.21
N -1.3586 0.9536 -0.2394 0.28 0.75 0.42
N 4.3483 4.5098 0.1598 0.08 0.03 0.62
N -0.2122 2.2027 1.0625 -0.54 1.08 0.08
C -6.4327 0.9207 -4.6767 0.11 0.19 0.02
C 5.8900 4.9112 2.1709 0.33 0.59 -0.06
C 4.5687 3.0568 0.0984 0.22 -0.49 -0.60
C -3.7273 -3.0320 0.9523 -0.58 -0.12 -0.84
C -5.2212 -0.5536 2.5945 -1.04 -0.12 -0.01
C 8.3850 1.5600 -2.2058 0.42 -0.42 -0.29
C 3.1135 4.8561 0.7201 -0.55 0.41 -0.58
C -1.1610 -4.6440 0.4480 -0.02 -0.24 0.19
C -2.2813 -5.0947 1.4047 0.25 -0.13 -0.06
C -5.1955 -2.5572 0.9702 0.11 -0.20 0.41
C 5.4867 5.2620 0.7402 0.26 -0.29 0.17
C -5.6372 -2.0010 2.3282 0.47 -0.04 -0.36
C -3.3036 2.4935 -0.8239 -0.29 -0.49 0.19
C 3.2393 -6.2018 1.8435 0.63 0.26 -0.17
C -2.0184 2.1853 -0.1394 -1.72 -0.72 -1.88
C 4.3960 2.4919 -1.3101 0.23 -0.46 0.56
C 0.5803 4.8530 -0.3813 0.37 1.17 1.03
C 8.2232 1.3639 -3.7054 -0.19 0.09 -0.04
C -4.6698 0.7013 0.4227 -0.75 0.12 0.15
C 4.2581 -6.3010 0.6997 -0.38 -0.23 0.36
C -0.1399 -5.7316 0.1310 0.29 0.47 0.10
C -0.2581 1.0144 0.5033 0.28 -1.72 1.20
C -3.6531 -4.5637 1.0363 -0.01 0.40 0.18
C -6.7302 0.6959 -3.2034 0.00 -0.47 -0.42
C -5.7175 0.4502 1.5320 0.93 0.24 0.56
C 9.8462 1.7337 -1.8214 -0.01 0.12 0.17
C -4.5092 2.1779 0.0763 -0.27 -0.03 -0.04
C -1.5236 4.3680 1.0954 0.45 0.03 0.60
C -7.6226 -0.5167 -2.9957 -0.03 0.01 0.23
C 0.7182 -6.1305 1.3399 0.54 0.10 -0.51
C -1.3090 2.9759 0.6483 1.41 0.08 1.14
C -0.3876 5.3553 0.6988 -0.86 0.04 -0.59
C 2.0298 -5.3207 1.4599 0.19 -0.48 0.54
H -5.7865 1.7894 -4.8098 -0.05 0.03 0.01
H -3.3325 -2.7548 -0.0277 0.41 0.19 0.15
H -5.1899 -2.6273 3.1049 -0.21 -0.13 0.10
H -5.8182 -3.4287 0.7628 -0.05 -0.02 -0.17
H 5.5909 2.8294 0.3968 0.06 0.15 0.15
H 6.1721 3.8697 2.2945 -0.23 -0.14 0.04
H 0.9564 3.8501 -0.2224 -0.21 -0.14 -0.27
H 0.4633 -0.3087 2.9158 0.35 0.01 0.42
H 2.2861 -4.8179 0.5261 -0.22 0.13 -0.04
H 5.1579 5.2206 2.9094 -0.20 -0.24 0.06
H 2.9369 -7.2058 2.1402 -0.16 0.02 0.08
H 4.5309 1.4123 -1.2083 -0.04 -0.08 -0.18
H -0.6077 -3.8334 0.9350 -0.02 0.13 -0.13
H 7.8161 2.4365 -1.8888 -0.10 -0.10 0.11
H -6.6833 0.1411 1.1346 -0.01 -0.07 -0.11
H -5.6985 -0.2646 3.5329 0.20 -0.06 0.18
H -1.5522 4.3324 2.1874 -0.15 0.08 0.05
H -7.2120 1.5817 -2.7874 0.14 0.02 0.13
H 0.5342 2.5213 1.6732 0.04 0.05 -0.03
H 1.0042 -7.1738 1.2087 -0.10 -0.10 0.16
H -4.4583 2.7601 1.0003 0.09 0.13 -0.01
H -2.5128 4.6918 0.7890 -0.02 0.06 -0.21
H -4.1424 -0.4745 2.7464 0.06 0.07 -0.09
H 1.9319 -4.5690 2.2453 -0.14 0.25 -0.18
H -5.8900 1.3794 2.0815 -0.09 0.15 -0.20
H -7.1333 -1.4219 -3.3661 -0.01 0.04 -0.11
H 6.3426 5.0485 0.1016 -0.05 0.08 -0.22
H -3.7212 0.2986 0.7794 0.09 -0.18 -0.16
H -3.4081 1.9026 -1.7346 0.09 0.08 -0.11
H 0.1161 5.7038 1.5889 0.33 -0.24 0.06
H -6.7202 -2.0985 2.3918 -0.09 0.14 0.19
H -5.9077 0.0592 -5.0985 -0.10 -0.07 0.01
H 8.7492 0.4635 -4.0333 0.10 0.05 0.03
H -5.4093 2.4855 -0.4581 -0.02 0.17 0.04
H 6.7856 5.4953 2.3960 0.06 -0.01 -0.03
H 0.1504 5.0011 -1.3676 0.06 -0.32 -0.15
H -8.5738 -0.4005 -3.5151 0.01 -0.02 -0.01
H 5.2854 6.3288 0.6669 -0.12 0.06 -0.10
H -3.9488 -4.9566 0.0594 -0.03 -0.06 0.00
H 5.1967 2.8357 -1.9596 -0.23 0.25 -0.26
H -2.0178 -4.7776 2.4162 -0.13 0.00 0.10
H 3.7591 -6.7073 -0.1808 0.18 0.16 -0.22
H 8.6153 2.2163 -4.2620 0.02 -0.03 -0.01
H 3.7734 -5.7629 2.6868 -0.13 -0.07 0.20
H -7.3493 1.0792 -5.2449 0.01 -0.02 -0.01
H 3.9288 2.4851 0.7720 -0.08 0.30 0.24
H -4.4163 -4.9019 1.7399 0.11 -0.15 0.16
H 10.2880 2.5973 -2.3205 0.02 -0.02 -0.01
H 0.1920 -6.0348 2.2900 -0.27 -0.25 -0.08
H -3.2993 3.5467 -1.0938 -0.01 0.06 -0.11
H -1.5634 -4.2453 -0.4851 -0.13 0.01 -0.01
H -3.1343 -2.5380 1.7274 0.02 -0.02 0.07
H 3.4037 2.6616 -1.7242 0.05 0.25 -0.13
H 0.0979 -2.0303 1.0213 -0.10 -0.39 -0.48
H 4.6713 -5.3123 0.5087 -0.02 0.02 -0.31
H -2.3005 -6.1866 1.4358 -0.07 -0.03 -0.04
H -5.0274 0.1978 -0.4775 0.63 -0.10 0.14
H 0.5387 -5.3174 -0.6195 0.03 -0.14 -0.11
H 10.4220 0.8446 -2.0912 -0.02 0.02 -0.11
H 9.9448 1.8662 -0.7434 -0.03 0.04 -0.01
H 8.3254 -0.3424 -1.7838 0.01 -0.01 0.01
H 5.0849 -6.9617 0.9550 0.03 -0.05 0.02
H -0.8657 6.2424 0.2821 -0.01 0.09 0.03
H 7.1710 1.2340 -3.9627 0.00 0.05 0.02
H -7.8225 -0.6692 -1.9338 -0.04 0.05 -0.01
H -5.0607 -0.2563 -2.8374 -0.08 -0.01 -0.07
H -0.5966 -6.6027 -0.3383 -0.30 -0.01 0.15
H -5.3951 -1.8415 0.1725 -0.01 0.06 0.03

---

137
Properties=species:S:1:pos:R:3:forces:R:3 method="wB97M-V/def2-TZVPD" s_squared=2.010 total_charge=+3 orbital_gap_ev="8.302 / 3.383" homo_energy_ev="-14.844 / -14.844" multiplicity=3
Cu -14.9766 2.1963 -9.8467 -0.83 -0.80 -1.23
Cu -13.7642 -1.4061 -7.0068 -0.24 -0.79 -0.55
O -17.1929 -1.7451 -9.6955 -0.27 0.44 0.40
O -18.7310 -0.5163 -3.4017 -0.79 -0.58 0.67
O -16.9831 3.1009 -10.1945 -0.11 0.58 1.36
O -20.9691 0.1723 -8.1962 -0.50 -0.27 -0.54
O -18.2522 1.3961 -14.6622 -0.69 -0.36 -0.23
O -11.7367 -1.5307 -6.2743 -0.67 0.83 -0.18
O -17.7798 -7.5422 -10.4799 -1.13 0.03 -0.60
O -14.1122 2.0578 -14.6373 -0.37 0.55 0.50
O -15.9427 0.1218 -9.6374 -0.37 0.16 -0.20
O -15.6417 -1.4703 -8.1009 0.01 -0.42 -0.11
O -21.2665 1.4321 -11.3623 -0.45 0.21 0.71
O -22.7529 2.6537 -7.3280 0.36 0.77 -0.46
O -14.4812 -6.0499 -7.4337 0.30 -0.42 -0.48
N -20.1796 2.6485 -8.3124 -0.74 -3.58 2.20
N -20.1936 -6.8555 -9.0500 2.18 -1.40 -0.75
N -15.4129 1.9671 -12.1493 -1.54 -0.51 1.20
N -18.3411 -2.7409 -6.3723 1.13 0.15 -0.48
N -13.0946 -3.5550 -7.4404 -0.20 -1.18 -0.51
N -19.3454 -0.1806 -12.4350 0.15 0.85 0.90
C -18.6529 0.7979 -3.8530 1.36 0.40 0.20
C -16.2009 -0.9904 -9.1266 1.44 0.88 1.10
C -19.6385 0.2577 -7.7477 -1.00 0.47 -0.55
C -18.5085 0.0028 -14.7561 -0.26 -0.17 0.83
C -19.4961 -5.8485 -9.7748 -2.82 1.08 0.66
C -20.3965 3.2030 -7.0102 -0.45 1.74 0.33
C -18.0360 -1.5143 -4.1279 0.65 1.80 -1.05
C -16.8973 1.7820 -12.1897 0.01 0.69 0.30
C -20.3062 -0.7213 -11.4542 -0.30 -0.37 -1.88
C -17.6819 2.8455 -11.3932 0.66 -0.31 -1.36
C -11.2453 -0.9473 -5.0637 0.13 -1.21 0.90
C -22.4324 2.2195 -11.0504 0.77 0.30 -1.14
C -21.5255 -1.1277 -8.2068 -1.09 -0.28 1.21
C -14.9832 -5.0350 -8.2649 0.54 1.48 0.95
C -21.6310 0.0732 -11.5363 0.89 -0.87 0.79
C -11.0021 -2.6981 -6.6019 0.48 -0.03 -0.90
C -19.5648 -4.5442 -8.9941 0.93 0.29 0.43
C -14.7740 0.8783 -14.2787 0.43 -0.64 0.28
C -11.6526 -3.4433 -7.7368 -0.22 0.60 -0.23
C -14.8164 0.7467 -12.7460 1.36 1.23 -1.46
C -19.1657 1.6037 -8.4036 1.74 0.53 -0.06
C -18.1488 -7.7469 -11.8687 0.51 0.13 0.60
C -13.7914 -4.1588 -8.6110 1.09 0.10 -0.34
C -17.2857 4.3799 -9.6080 -0.13 0.30 -0.84
C -19.2363 2.2066 -15.2511 -0.98 0.13 -1.42
C -19.6607 -0.4298 -13.8433 -0.30 -0.20 -0.02
C -21.7402 2.7599 -6.3937 0.20 -1.25 0.86
C -18.9342 -2.2509 -5.1197 -0.33 -1.89 -0.09
C -15.4269 -6.9192 -6.8501 -0.04 -0.95 -1.00
C -23.8715 1.8855 -6.9292 -0.55 -0.27 0.57
C -14.0465 2.2694 -16.0323 0.52 -0.97 -0.40
C -18.0339 -6.2714 -10.0133 3.18 -1.15 1.08
C -19.5770 -3.4885 -4.4954 -1.38 0.47 1.84
H -19.1180 2.2605 -16.3435 0.64 0.42 0.17
H -20.9734 -1.8804 -8.7666 0.29 0.24 -0.18
H -17.6595 -3.4780 -6.1967 -0.30 -0.15 0.33
H -17.6225 1.1836 -3.7713 0.13 -0.28 -0.30
H -22.9561 1.8474 -10.1706 -0.20 -0.18 -0.13
H -15.6775 -4.4377 -7.6581 -0.43 0.05 -0.41
H -13.0614 -4.8144 -9.1026 -0.14 -0.12 -0.13
H -20.4479 -3.8457 -5.0463 0.40 -0.29 -0.41
H -15.4121 -5.3386 -9.2232 -0.21 -0.48 0.17
H -19.8907 -7.0671 -8.0941 -0.50 0.65 0.22
H -24.2611 2.1156 -5.9315 0.23 0.57 -0.08
H -15.0662 -7.9500 -6.9249 0.62 0.23 0.63
H -17.7477 -2.0773 -6.8751 -0.28 0.33 0.22
H -16.4849 5.1054 -9.7674 0.25 -0.25 -0.02
H -24.6510 2.1167 -7.6479 -0.03 -0.33 -0.06
H -13.3115 1.5919 -16.4918 0.12 0.06 0.21
H -17.7980 3.7623 -11.9824 0.47 0.15 0.06
H -20.2750 1.8449 -15.2453 0.20 -0.34 0.87
H -18.9551 -4.2979 -4.1051 0.55 -0.01 -0.93
H -14.9822 1.9849 -16.5242 -0.22 0.64 0.08
H -19.3059 -3.7317 -9.6729 -0.14 0.15 0.19
H -13.1082 -4.3280 -6.7698 -0.35 0.43 0.37
H -17.6089 -6.9811 -12.4240 -0.24 -0.16 -0.48
H -20.5740 0.0879 -14.1512 -0.11 -0.05 -0.04
H -22.1326 3.2545 -10.8816 0.26 -0.11 0.14
H -20.2103 -7.7518 -9.5495 -0.77 0.15 0.00
H -21.0726 2.1513 -8.5137 -0.30 0.94 -1.31
H -21.9248 3.4162 -5.5348 -0.30 0.25 -0.28
H -18.9480 0.9105 -4.9026 -0.35 0.13 0.07
H -17.4731 4.3267 -8.5366 -0.11 -0.32 -0.01
H -13.7841 0.7176 -12.3964 0.01 -0.30 0.00
H -15.3028 -0.2050 -12.5503 -0.37 0.28 0.67
H -10.1538 -0.9230 -5.0272 -0.03 0.39 -0.46
H -22.2844 -0.2396 -10.7159 -0.19 0.01 -0.14
H -19.0794 -0.5805 -8.1728 0.45 0.18 0.21
H -13.6963 3.2805 -16.2094 -0.40 0.12 -0.05
H -19.4744 0.8227 -12.3067 0.62 0.00 -0.19
H -17.4130 -5.5205 -10.5266 -1.08 0.42 -0.73
H -11.1621 -4.4076 -7.8993 -0.10 -0.14 0.34
H -19.6329 3.0206 -6.2515 0.49 -0.21 -0.54
H -17.5053 -6.2483 -9.0511 -0.65 -0.08 0.29
H -17.6199 -0.4865 -14.3553 0.16 -0.02 -0.33
H -20.5141 -4.3872 -8.4863 -0.30 -0.02 -0.55
H -18.2555 2.0114 -7.9642 0.08 -0.32 0.20
H -19.8572 -1.4993 -13.9588 0.15 -0.02 -0.19
H -19.2323 -7.6906 -12.0027 -0.02 0.23 -0.01
H -19.6412 0.2294 -6.6562 0.44 0.24 -0.04
H -20.3882 -1.7662 -11.7796 -0.67 -0.03 0.41
H -10.0669 -2.3384 -7.0441 0.47 -0.40 0.87
H -23.0057 2.2416 -11.9801 -0.70 -0.09 0.44
H -17.2037 1.8935 -13.2319 -0.19 -0.40 0.50
H -15.3219 2.7470 -12.7976 1.08 -0.12 0.05
H -17.7284 -1.0899 -10.1747 0.24 -0.35 -0.53
H -21.6862 -1.4877 -7.1829 0.56 -0.09 0.11
H -11.5059 -1.6652 -4.2731 -0.14 0.42 0.20
H -22.5586 -1.0723 -8.5469 0.18 0.27 -0.57
H -19.2438 3.1903 -14.7898 0.28 0.06 -0.09
H -20.0417 -3.2228 -3.5330 -0.02 0.49 -0.15
H -18.9033 1.3515 -9.4303 -0.44 0.26 -0.21
H -22.1264 -0.1183 -12.4912 -0.09 0.21 -0.01
H -18.8598 -4.5112 -8.1585 0.23 -0.04 -0.21
H -11.6877 0.0202 -4.8569 -0.05 0.03 -0.33
H -17.2904 -0.9842 -4.7428 0.25 -0.16 0.05
H -17.8421 -8.7517 -12.1395 0.20 0.07 0.00
H -10.9226 -3.3620 -5.7363 0.35 0.29 0.12
H -18.7007 -0.2965 -15.7887 0.07 -0.03 -0.04
H -20.0375 -5.6985 -10.7174 0.32 -0.43 -0.20
H -17.4757 -2.1058 -3.4071 -0.30 -0.48 -0.07
H -17.1354 0.7899 -11.8180 0.03 0.04 -0.05
H -15.7968 0.8355 -14.6724 0.07 0.15 -0.22
H -18.1356 4.7846 -10.1578 -0.26 0.13 0.44
H -16.3009 -7.0662 -7.5012 -0.36 0.79 0.36
H -20.4451 4.3024 -7.0923 -0.05 -0.02 -0.22
H -19.1624 1.4679 -3.1622 -0.69 -0.32 -0.22
H -14.1959 0.0332 -14.6743 -0.25 -0.23 -0.04
H -13.9750 -3.3431 -9.3114 -0.58 -0.19 -0.03
H -11.4374 -2.9121 -8.6696 -0.62 0.22 0.01
H -19.9110 -0.7434 -10.4367 0.14 0.39 -0.03
H -23.6422 0.8165 -6.8518 0.15 0.00 -0.52
H -19.7642 -1.6196 -5.4430 0.10 0.40 0.38
H -18.7257 2.5263 -11.2720 0.09 -0.23 0.55
H -21.5873 1.7609 -5.9508 0.23 0.02 -0.03
H -15.6379 -6.6341 -5.8231 -0.33 -0.04 -0.01

---

14
Properties=species:S:1:pos:R:3:forces:R:3 method="wB97M-V/def2-TZVPD" orbital_gap_ev=8.718 smiles="[H]/N=C/C#N.C=CN" homo_energy_ev=-8.662 multiplicity=1 relative_energy_kcal_mol=41.2
N -2.5298 1.7347 -0.2009 -0.54 0.44 0.15
N 2.3351 -1.4249 -0.2721 0.07 -0.28 -0.07
N -3.9376 -1.3430 0.1772 -0.24 -0.31 0.06
C -2.2335 0.5181 -0.3001 1.30 0.25 -0.25
C 1.6547 -0.5365 0.5274 -0.02 -0.07 0.08
C 1.6902 0.7860 0.4156 -0.08 0.21 -0.11
C -3.2070 -0.4874 -0.0336 -0.56 -0.33 0.11
H 2.7285 -1.0621 -1.1242 -0.03 -0.07 -0.04
H 2.2344 1.2755 -0.3763 0.14 0.04 -0.15
H 1.1092 -1.0053 1.3360 -0.05 -0.02 0.07
H 1.1961 1.4171 1.1266 -0.16 0.10 0.25
H -1.7703 2.3862 -0.3857 0.23 -0.35 -0.09
H 1.9762 -2.3631 -0.3323 0.06 0.09 -0.05
H -1.2463 0.1047 -0.5574 -0.13 0.29 0.04